The following is a DFT calculation (wB97M-V/def2-TZVPD) of a structure of composition C2H3Cl2NSi in a non-equilibrium geometry.

- largest force on an atom (eV/A) = 4.5
- gap between HOMO and LUMO (eV) = 11.033
- M (g mol⁻¹) = 140.05
- energy relative to the best compared isomer or geometry (same formula, charge and spin) (kcal/mol) = 40.76
- total charge = 0

The geometry in XYZ format:
```
9
C2H3Cl2NSi | the Open Molecules 2025 dataset | wB97M-V/def2-TZVPD
C -0.97610 -0.67911 1.15879
C 0.11455 -0.73709 0.31550
N -1.90276 -0.58882 1.83031
Si 0.42146 0.80654 -0.88910
Cl 0.46271 2.34275 0.55301
Cl -0.79572 1.40057 -2.36833
H -0.06458 -1.58953 -0.29397
H 1.08472 -1.31447 1.17661
H 1.65572 0.35915 -1.48283
```

natural (NBO) population analysis, charges in e, atoms 1 to 6:
1 C 0.24
2 C -0.93
3 N -0.32
4 Si 1.30
5 Cl -0.36
6 Cl -0.31